Density functional theory data (ωB97M-V/def2-TZVPD) for a 3-piece molecular cluster, C27H48F6N3O5 overall at a distorted geometry.

Geometry as XYZ:
```
89
Properties=species:S:1:pos:R:3:forces:R:3
C -3.0141 -2.3466 -2.4702 0.1 0.2 0.0
C -2.1947 -1.4106 -3.3723 0.1 -0.4 -0.2
C -0.7844 -1.2947 -2.8063 -0.4 -0.2 0.3
N -0.0027 -0.0810 -3.3016 0.3 0.0 0.2
C 1.1779 0.1955 -2.4207 0.2 0.2 0.3
C 0.2584 -0.1496 -4.7863 0.1 -0.1 0.1
O -0.6704 -0.0448 -5.4959 -0.3 0.1 -0.2
C 1.7081 -0.2791 -5.3911 -0.1 -0.1 0.2
F 2.4677 0.7273 -4.9076 0.0 0.1 0.2
F 1.5465 -0.0875 -6.6863 0.1 0.1 -0.3
C 2.3953 -1.6775 -5.1674 0.1 0.3 -0.1
F 1.5765 -2.3721 -4.3317 0.1 0.0 0.1
F 2.4387 -2.3124 -6.3310 -0.1 -0.2 -0.2
C 3.8423 -1.7093 -4.5889 0.0 -0.1 0.0
F 3.9018 -0.9721 -3.4430 0.0 0.1 0.0
F 4.0588 -2.9827 -4.2734 0.1 -0.2 0.1
C 4.9344 -1.2524 -5.5999 -0.2 0.3 0.3
O 5.4721 -2.0476 -6.2846 0.1 -0.2 -0.3
O 5.1490 0.0671 -5.6493 0.2 0.0 0.2
H -4.0732 -2.2663 -2.7198 0.1 -0.1 0.0
H -2.6993 -3.3873 -2.5992 -0.1 0.2 0.0
H -2.8881 -2.0740 -1.4168 -0.2 -0.1 -0.1
H -2.1431 -1.8479 -4.3750 -0.1 0.2 0.1
H -2.6749 -0.4312 -3.4710 0.1 -0.1 0.2
H -0.1963 -2.1898 -3.0043 0.1 0.2 0.0
H -0.8288 -1.1634 -1.7199 0.0 0.1 -0.2
H -0.6460 0.7112 -3.2004 0.0 -0.1 -0.2
H 0.8271 0.3149 -1.3935 0.0 0.0 -0.2
H 1.6575 1.1242 -2.7283 0.0 -0.2 0.1
H 1.8699 -0.6444 -2.4668 -0.1 0.2 0.0
H 4.8952 0.5093 -4.8251 -0.1 0.0 -0.1
C -6.8776 -2.3599 2.9028 0.0 0.1 -0.1
C -5.3944 -2.4537 2.4751 -0.6 -0.2 0.0
C -4.4788 -2.7033 3.6837 0.2 0.0 0.1
C -4.2075 -1.4771 4.5535 -0.1 0.0 -0.1
C -3.7610 -0.2900 3.7050 0.1 -0.1 0.1
C -4.7504 0.0377 2.5859 -0.4 0.4 0.0
N -4.9594 -1.2025 1.7651 0.9 -0.2 0.4
O -4.0117 -1.4032 0.9224 -0.2 0.1 -0.3
C -6.0623 0.5706 3.1730 0.0 -0.1 0.0
C -4.1941 1.1288 1.6796 0.1 0.0 -0.1
C -5.2646 -3.6249 1.5069 0.1 0.0 -0.1
H -7.3855 -1.5309 2.4160 0.0 0.0 0.0
H -7.4095 -3.2649 2.6127 0.1 0.0 0.1
H -6.9950 -2.2438 3.9802 0.0 0.1 0.0
H -3.5220 -3.0910 3.3200 0.0 0.1 -0.1
H -4.9298 -3.4967 4.2838 0.0 0.0 0.0
H -5.0903 -1.2171 5.1428 0.0 0.0 0.0
H -3.4241 -1.7213 5.2727 0.0 0.0 0.0
H -3.6318 0.6004 4.3249 0.0 0.0 0.0
H -2.7853 -0.5129 3.2606 0.0 0.0 -0.1
H -6.7927 0.7535 2.3840 0.0 0.0 0.0
H -5.8585 1.5189 3.6711 0.0 0.0 0.0
H -6.5133 -0.0866 3.9091 0.0 0.0 0.0
H -3.2129 0.8689 1.2887 0.0 0.0 0.0
H -4.1030 2.0506 2.2553 0.0 0.0 0.0
H -4.8640 1.3140 0.8388 0.0 0.0 0.0
H -5.8385 -3.4456 0.5968 0.0 0.0 0.0
H -5.6602 -4.5166 1.9944 0.0 0.0 0.0
H -4.2304 -3.8156 1.2314 0.0 0.1 0.0
C 3.0211 2.5739 3.2133 0.0 0.1 -0.1
C 3.2666 1.5640 2.0684 -0.3 0.2 0.5
C 4.6025 0.8257 2.2484 0.2 -0.1 -0.1
C 5.8435 1.6346 1.8757 -0.1 0.1 0.0
C 5.6951 2.2634 0.4935 0.1 -0.2 0.0
C 4.4293 3.1125 0.3661 -0.1 0.6 0.1
N 3.2518 2.2533 0.7325 0.7 -0.8 -0.2
O 2.8802 1.4875 -0.2293 -0.4 0.2 -0.1
C 4.5312 4.3603 1.2502 -0.1 0.0 0.1
C 4.2487 3.5975 -1.0669 0.0 -0.1 -0.1
C 2.1316 0.5454 2.0989 0.0 -0.1 -0.1
H 2.6552 3.5270 2.8394 0.0 0.0 0.0
H 2.2602 2.1928 3.8930 0.1 -0.1 0.0
H 3.9186 2.7628 3.8016 0.0 0.0 0.0
H 4.5827 -0.0829 1.6384 0.0 0.0 -0.1
H 4.6642 0.5020 3.2895 0.0 0.0 0.0
H 6.0460 2.4018 2.6267 0.0 0.0 0.0
H 6.7097 0.9716 1.8787 0.0 0.0 0.0
H 6.5573 2.8923 0.2612 0.0 0.0 0.0
H 5.6678 1.4700 -0.2608 -0.1 0.0 0.0
H 3.6092 4.9414 1.2084 0.0 0.0 0.0
H 5.3410 4.9850 0.8731 0.0 0.0 0.0
H 4.7518 4.1449 2.2903 0.0 0.0 0.0
H 4.2589 2.7745 -1.7785 0.0 0.0 0.0
H 5.0672 4.2737 -1.3142 0.0 0.0 0.0
H 3.3099 4.1421 -1.1787 0.0 0.0 0.0
H 1.1714 1.0222 1.8937 0.0 0.0 0.0
H 2.0917 0.1083 3.0968 0.0 0.0 0.0
H 2.2833 -0.2582 1.3818 0.0 0.0 0.0
```
Forces are in eV/Å.

## Properties
E_tot: -59780.270 eV
E_HOMO (spin up / spin down): -10.1 / -11.3 eV
gap between HOMO and LUMO (spin up / spin down): 6.158 / 7.363 eV
expectation value of S²: 2.008
multiplicity: 3
total charge: +1
F_max: 1.1 eV Å⁻¹

---

Density functional theory data (ωB97M-V/def2-TZVPD) for C27H49BrCoO3SbSi3 as an isolated structure at a distorted geometry.

Geometry as XYZ:
```
85
Properties=species:S:1:pos:R:3:forces:R:3
Co 1.3661 -0.6195 0.0781 0.4 0.6 0.7
C 2.0865 2.7328 -1.0140 0.0 0.0 0.0
C 2.2663 1.6545 0.0163 0.1 0.0 0.0
C 3.2490 0.6642 -0.1433 -0.1 0.0 0.1
C 3.5076 -0.2766 0.8737 0.1 0.0 0.1
C 4.6937 -1.1932 0.7868 0.0 0.0 0.0
C 2.6900 -0.2619 2.0129 0.1 0.1 -0.1
C 1.6790 0.6961 2.1814 0.0 0.0 0.0
C 0.8738 0.7410 3.4505 0.1 0.0 0.0
C 1.5067 1.6618 1.1883 0.1 -0.1 0.0
H 2.6782 3.6072 -0.7335 0.0 0.0 0.0
H 1.0418 3.0379 -1.0868 0.0 0.0 0.0
H 2.4271 2.4101 -1.9972 0.0 0.0 0.0
H 3.8928 0.6969 -1.0146 0.0 -0.1 0.0
H 5.5951 -0.6472 1.0717 0.0 0.0 0.0
H 4.8418 -1.5654 -0.2264 0.0 0.0 0.0
H 4.5927 -2.0404 1.4633 0.0 0.0 0.0
H 2.8906 -0.9590 2.8179 -0.1 -0.1 -0.1
H 1.3330 1.4390 4.1545 0.0 0.0 0.0
H 0.8410 -0.2322 3.9379 0.0 0.0 0.0
H -0.1471 1.0763 3.2617 0.0 0.0 0.0
H 0.7587 2.4369 1.3267 -0.1 -0.1 0.0
C -5.3559 -0.9378 -0.0072 0.3 0.3 -0.1
Si -4.9200 0.4387 1.1793 -0.1 0.0 0.5
C -6.1790 1.8267 1.2544 0.3 -0.2 0.0
C -4.2419 -0.0901 2.8494 -0.1 0.1 -0.4
Sb -2.6786 1.6279 0.1240 0.0 -0.4 -0.7
Si -2.8547 4.3276 1.3917 -0.1 0.3 0.2
C -1.5705 5.2949 0.4323 -0.2 -0.3 0.0
C -2.3261 3.8654 3.1309 0.0 -0.1 -0.4
C -4.6206 4.9351 1.2680 0.3 -0.1 0.0
Si -2.9073 2.2181 -2.5243 -0.1 0.5 -0.4
C -4.6345 2.9730 -2.4858 0.3 -0.1 0.1
C -2.8282 0.6829 -3.5945 0.0 0.0 0.5
C -1.5704 3.4454 -3.0086 -0.2 -0.2 0.2
H -5.9007 -1.7274 0.5152 0.0 0.1 0.1
H -4.4588 -1.3733 -0.4465 -0.1 -0.1 0.1
H -5.9883 -0.5711 -0.8174 0.0 0.0 0.0
H -7.1595 1.4068 1.4968 0.0 -0.1 0.0
H -6.2729 2.3486 0.3009 0.0 0.0 0.0
H -5.9301 2.5526 2.0281 0.0 -0.1 0.0
H -4.9871 -0.6569 3.4124 0.0 0.0 0.0
H -3.9582 0.7747 3.4511 0.0 0.0 0.0
H -3.3640 -0.7254 2.7210 0.0 0.0 0.0
H -0.5676 4.8909 0.5742 0.0 0.0 0.0
H -1.5661 6.3312 0.7832 -0.1 0.0 0.1
H -1.7918 5.3109 -0.6340 0.0 0.1 0.0
H -1.2524 3.6855 3.1961 0.0 0.0 0.0
H -2.8491 2.9818 3.5009 0.0 0.0 0.0
H -2.5627 4.6927 3.8069 -0.1 0.1 -0.1
H -5.1097 4.6427 0.3389 0.0 0.0 0.0
H -4.6278 6.0281 1.3142 0.1 0.0 0.0
H -5.2130 4.5636 2.1041 0.0 0.0 0.0
H -5.3882 2.2334 -2.2081 0.0 0.0 0.0
H -4.8892 3.3423 -3.4828 0.0 0.0 0.0
H -4.6994 3.8154 -1.7948 0.0 0.0 0.0
H -3.4287 -0.1322 -3.1928 0.0 0.0 0.0
H -1.8029 0.3249 -3.7037 0.0 0.0 0.0
H -3.2072 0.9312 -4.5891 0.0 0.1 0.0
H -1.5912 4.3577 -2.4147 0.0 0.0 0.0
H -1.7354 3.7299 -4.0514 0.0 0.0 0.0
H -0.5743 3.0064 -2.9399 0.0 0.0 0.0
Br -1.3050 -5.6678 -2.6931 0.1 0.1 0.0
C -0.4323 -4.0053 -2.4737 -0.1 -0.1 0.0
C 0.8957 -3.8631 -2.8467 0.0 -0.1 0.0
C 1.5208 -2.6325 -2.6994 0.0 0.0 0.0
C 0.8373 -1.5601 -2.1452 -0.3 -0.2 -0.4
C -0.4951 -1.7322 -1.7432 0.1 0.0 -0.1
C -1.1369 -2.9467 -1.9200 0.0 0.0 0.1
C -1.1814 -0.6131 -1.0386 0.6 0.3 0.1
O -2.4336 -0.5861 -0.9242 0.0 0.3 0.2
O -0.4262 0.2958 -0.5501 -0.9 -0.5 -0.3
H 1.4345 -4.7016 -3.2666 0.0 0.0 0.0
H 2.5412 -2.5162 -3.0407 0.0 0.0 0.0
H 1.2732 -0.5640 -2.1811 0.1 0.0 0.2
H -2.1645 -3.0664 -1.6047 0.0 0.0 0.0
C 0.8283 -4.9961 1.0397 0.0 0.2 -0.1
C 1.6011 -3.7002 1.1634 0.0 -0.1 0.0
O 0.7612 -2.5591 0.8758 -0.1 -0.1 0.0
H 1.4823 -5.8451 1.2350 0.0 0.0 0.0
H 0.4197 -5.1028 0.0347 0.0 0.0 0.0
H 0.0061 -5.0264 1.7586 0.0 -0.1 0.0
H 2.4113 -3.6564 0.4366 0.0 0.1 0.0
H 2.0198 -3.5899 2.1671 0.0 0.0 0.0
H -0.0525 -2.6644 1.3800 0.0 0.1 0.0
```
Forces are in eV/Å.

## Properties
E_tot: -172764.280 eV
E_HOMO (spin up / spin down): -13.0 / -12.4 eV
gap between HOMO and LUMO (spin up / spin down): 8.181 / 3.780 eV
expectation value of S²: 6.035
multiplicity: 5
energy above the lowest of the compared OMol25 structures with the same formula, charge and spin: 48.2 kcal/mol
total charge: +2
F_max: 1.1 eV Å⁻¹